[1]
11
Properties=species:S:1:pos:R:3:nbo_charge:R:1 method="wB97M-V/def2-TZVPD" gap_ev=10.21 total_charge=0 smiles="C=C1CN1N" lumo_ev=1.1 de_lowest_ev=4.010 e_homo_ev=-9.1
C 0.36 0.11 0.62 0.1414
C -0.19 -1.07 -0.05 -0.3222
C 1.53 0.54 1.19 -0.4455
N -1.12 0.06 0.08 -0.2243
N -1.39 0.87 -1.02 -0.6510
H 0.17 -1.33 -1.05 0.1883
H -0.46 -1.94 0.54 0.2053
H 2.35 -0.15 1.24 0.2130
H 1.63 1.53 1.59 0.2111
H -2.26 0.54 -1.42 0.3566
H -0.65 0.85 -1.73 0.3273

[2]
19
Properties=species:S:1:pos:R:3:nbo_charge:R:1 method="wB97M-V/def2-TZVPD" gap_ev=10.54 total_charge=0 smiles="OC1C=C1.[H][H].C=CC" lumo_ev=1.1 de_lowest_ev=4.577 e_homo_ev=-9.4
C 1.70 0.02 1.20 -0.4221
C 1.59 -0.69 0.07 -0.1762
C 2.01 -0.21 -1.29 -0.6563
C -1.80 -1.02 -0.97 -0.2197
C -2.33 -0.78 0.20 -0.2090
C -2.05 0.41 -0.64 0.0633
O -1.01 1.31 -0.36 -0.7323
H -0.89 1.66 2.77 -0.0217
H 1.37 -0.38 2.16 0.2056
H 2.13 1.02 1.20 0.1977
H 1.16 -1.69 0.12 0.1986
H 2.75 -0.88 -1.73 0.2204
H 2.44 0.80 -1.24 0.2164
H 1.15 -0.17 -1.96 0.2243
H -1.41 -1.74 -1.67 0.2219
H -2.68 -1.16 1.15 0.2244
H -1.01 1.70 2.04 0.0153
H -2.85 0.97 -1.12 0.1690
H -0.28 0.81 0.05 0.4803

[3]
75
Properties=species:S:1:pos:R:3:mulliken_charge:R:1 method="wB97M-V/def2-TZVPD" gap_ev="7.13 / 6.99" total_charge=0 spin_multiplicity=2 lumo_ev="0.2 / 0.2" de_lowest_ev=0.000 e_homo_ev="-7.0 / -6.8"
Mn -0.37 -1.27 -0.92 0.3051
C 0.12 -4.27 3.29 -1.1267
C 0.56 -4.46 1.89 1.0684
N 1.14 -5.50 1.39 -0.9245
N 1.34 -5.19 0.07 0.2032
C 0.89 -3.97 -0.27 0.0482
S 0.90 -3.13 -1.72 -0.5586
N 0.40 -3.50 0.91 -0.0684
N -0.17 -2.23 0.99 -0.1026
H 0.41 -5.14 3.87 0.3785
H -0.97 -4.15 3.34 0.2667
H 0.57 -3.38 3.73 0.2366
H 1.76 -5.86 -0.55 0.1839
H -1.08 -2.30 1.43 0.4747
H 0.42 -1.62 1.56 -0.0144
O -2.56 -2.95 -1.03 -0.7384
C -2.25 -1.78 -0.88 -0.2244
C -3.37 -0.77 -0.69 0.7528
C -4.71 -1.06 -0.93 -0.7943
C -5.66 -0.07 -0.75 -0.6172
C -5.28 1.20 -0.32 -0.7441
C -3.95 1.48 -0.05 -0.7832
C -3.00 0.49 -0.24 -0.0732
P -1.23 0.61 0.13 3.1210
C -0.80 2.37 -0.07 0.1527
C -0.24 2.76 -1.28 0.2092
C 0.08 4.10 -1.50 -0.4612
C -0.15 5.04 -0.51 -0.6726
C -0.71 4.65 0.70 -0.7217
C -1.04 3.32 0.92 -0.3997
C -1.20 0.40 1.96 -0.5867
C -0.05 0.74 2.68 0.1562
C 0.07 0.42 4.02 -0.7984
C -0.95 -0.27 4.67 -0.6884
C -2.10 -0.61 3.97 -0.7351
C -2.22 -0.28 2.63 -0.4136
H -4.97 -2.05 -1.28 0.5322
H -6.70 -0.28 -0.95 0.4001
H -6.03 1.97 -0.19 0.4430
H -3.66 2.47 0.28 0.4524
H -0.07 2.02 -2.05 -0.4288
H 0.52 4.39 -2.45 0.5135
H 0.10 6.08 -0.69 0.3981
H -0.90 5.39 1.47 0.4174
H -1.47 3.03 1.87 0.4472
H 0.75 1.27 2.18 0.3609
H 0.96 0.70 4.57 0.4540
H -0.86 -0.52 5.72 0.4051
H -2.91 -1.12 4.47 0.4664
H -3.13 -0.54 2.09 0.4027
F 3.75 2.74 -5.40 -0.3255
C 2.75 2.01 -4.89 0.7025
C 1.43 2.27 -5.23 0.2852
F 1.16 3.27 -6.07 -0.3321
C 0.41 1.51 -4.69 0.7058
F -0.84 1.84 -5.04 -0.4157
C 0.63 0.46 -3.79 0.0710
S -0.72 -0.41 -3.11 -0.5604
C 1.97 0.23 -3.49 0.1016
F 2.29 -0.77 -2.65 -0.2383
C 3.01 0.97 -4.01 -0.1726
F 4.27 0.70 -3.66 -0.3820
C 4.24 -0.58 0.73 -0.9527
C 3.97 0.46 -0.36 -0.2798
C 2.55 0.88 -0.04 -0.3809
O 1.89 -0.34 0.34 0.1584
C 2.85 -1.19 0.98 -0.1402
H 4.62 -0.11 1.63 0.2778
H 4.96 -1.34 0.42 0.4198
H 4.01 0.01 -1.35 0.0301
H 4.67 1.29 -0.33 0.5149
H 1.99 1.30 -0.88 -0.4042
H 2.53 1.59 0.79 0.5183
H 2.74 -2.18 0.54 -0.0297
H 2.63 -1.24 2.05 0.2547

[4]
19
Properties=species:S:1:pos:R:3:nbo_charge:R:1 method="wB97M-V/def2-TZVPD" gap_ev=7.13 total_charge=-1 smiles="O=C([O-])CCCCS(=O)(=O)Cl" lumo_ev=3.0 de_lowest_ev=0.000 e_homo_ev=-4.2
O 1.08 -2.90 0.23 -0.7644
C 1.59 -1.84 -0.19 0.7557
O 2.04 -1.58 -1.33 -0.8050
C 1.54 -0.62 0.77 -0.5346
C 1.35 0.69 0.00 -0.3877
C 0.06 0.72 -0.83 -0.4238
C -1.19 1.17 -0.06 -0.6593
S -2.41 -0.02 0.44 2.1214
O -3.64 0.68 0.65 -0.9300
O -1.90 -0.91 1.43 -0.8813
Cl -2.67 -1.09 -1.28 -0.2434
H 2.49 -0.57 1.31 0.1983
H 0.74 -0.76 1.51 0.2068
H 2.19 0.82 -0.67 0.2279
H 1.33 1.55 0.70 0.1638
H -0.08 -0.26 -1.29 0.2640
H 0.18 1.42 -1.65 0.2053
H -1.77 1.88 -0.64 0.2405
H -0.92 1.63 0.89 0.2460

[5]
347
Properties=species:S:1:pos:R:3:mulliken_charge:R:1 method="wB97M-V/def2-TZVPD" gap_ev=8.15 total_charge=0 smiles=CC1(C)CCCC(C)(C)N1O.CC1(C)CCCC(C)(C)N1O.CC1(C)CCCC(C)(C)N1O.CC1(C)CCCC(C)(C)N1O.CC1(C)CCCC(C)(C)N1O.CC1(C)CCCC(C)(C)N1O.CC1(C)CCCC(C)(C)N1O.CC1(C)CCCC(C)(C)N1O.CC1(C)CCCC(C)(C)N1O.CC1(C)CCCC(C)(C)N1O.CC1(C)CCCC(C)(C)N1O.COC[C@H](C)N lumo_ev=0.5 de_lowest_ev=5.900 e_homo_ev=-7.6
C 1.42 0.75 -1.68 -0.5355
C 0.67 -0.49 -1.08 1.3198
C -0.26 -0.16 0.08 -0.9549
O -0.49 -1.36 0.81 0.8665
C -1.37 -1.11 1.95 -0.3261
N -0.04 -1.21 -2.10 1.3431
H 2.02 1.35 -1.00 -0.1296
H 0.73 1.46 -2.13 0.1414
H 2.02 0.36 -2.51 0.1650
H 1.43 -1.13 -0.63 -1.2003
H -1.17 0.38 -0.15 0.1703
H 0.20 0.53 0.79 -0.0525
H -2.36 -0.92 1.53 -0.1608
H -1.27 -0.17 2.50 0.1248
H -1.47 -1.98 2.60 0.0497
H -0.58 -0.57 -2.66 -0.1457
H -0.74 -1.79 -1.66 -0.4872
C -7.84 0.51 1.88 -1.8951
C -6.33 0.94 1.49 1.8872
C -6.06 -0.02 0.25 -2.2766
C -4.71 0.26 -0.43 1.1623
C -4.74 1.80 -0.87 -1.4222
C -5.13 2.82 0.31 2.4265
N -6.27 2.35 1.07 0.4277
O -6.69 3.14 2.02 -0.4546
C -3.85 3.13 1.15 -1.2679
C -5.51 4.19 -0.45 -2.0489
C -5.37 0.57 2.66 -1.3354
H -8.06 0.46 2.94 0.3656
H -8.28 -0.42 1.52 0.3623
H -8.49 1.22 1.37 0.3888
H -6.07 -1.07 0.56 0.6992
H -6.88 0.12 -0.45 0.6284
H -4.58 -0.38 -1.30 0.1501
H -3.91 0.02 0.28 -0.6114
H -5.40 1.93 -1.73 0.1346
H -3.81 1.98 -1.40 0.1449
H -4.20 3.79 1.94 0.7632
H -3.43 2.25 1.63 -0.4647
H -3.07 3.65 0.59 0.2254
H -6.56 4.19 -0.75 0.4606
H -5.35 5.04 0.22 0.4976
H -4.95 4.44 -1.35 0.2186
H -4.31 0.61 2.37 -0.8143
H -5.53 -0.34 3.23 0.7729
H -5.34 1.39 3.38 0.5109
H -7.35 3.68 1.57 0.3895
C -6.71 -5.53 -0.55 -1.7751
C -5.41 -5.20 -1.33 1.1195
C -4.89 -3.73 -1.08 -0.0223
C -4.15 -3.45 0.22 0.2807
C -3.08 -4.46 0.47 -0.2804
C -3.57 -5.91 0.27 2.0146
N -4.33 -6.16 -0.96 1.0403
O -4.66 -7.54 -1.32 -0.5580
C -2.30 -6.80 0.26 -2.2975
C -4.28 -6.29 1.58 -2.2574
C -5.76 -5.34 -2.81 -1.3188
H -6.47 -5.93 0.44 0.3469
H -7.16 -6.34 -1.13 0.4306
H -7.45 -4.76 -0.36 0.3255
H -4.23 -3.39 -1.87 -0.6112
H -5.80 -3.12 -1.05 0.6758
H -4.80 -3.43 1.09 0.2157
H -3.68 -2.47 0.16 -0.6045
H -2.60 -4.35 1.44 0.4665
H -2.27 -4.22 -0.23 -0.6439
H -2.53 -7.85 0.13 0.5685
H -1.67 -6.62 -0.62 0.3188
H -1.85 -6.73 1.25 0.3738
H -4.94 -5.51 1.96 0.3900
H -4.85 -7.21 1.47 0.3823
H -3.64 -6.57 2.42 0.4004
H -4.83 -5.11 -3.32 0.1326
H -6.44 -4.52 -3.05 0.3818
H -6.18 -6.28 -3.17 0.4198
H -3.90 -7.72 -1.87 0.3262
C 4.20 -8.38 0.26 -1.9998
C 3.42 -7.21 -0.47 1.7579
C 2.09 -6.95 0.31 -1.9869
C 1.37 -5.62 -0.03 0.2369
C 2.33 -4.44 0.11 0.1681
C 3.68 -4.60 -0.72 1.8682
N 4.23 -5.98 -0.47 0.5966
O 5.47 -6.05 -1.00 -0.5422
C 3.40 -4.24 -2.24 -0.7418
C 4.69 -3.59 -0.17 -1.5104
C 3.06 -7.65 -1.91 -1.5489
H 4.44 -8.15 1.29 0.4147
H 5.13 -8.70 -0.21 0.4649
H 3.69 -9.33 0.43 0.3885
H 1.42 -7.73 -0.02 0.5101
H 2.21 -7.12 1.38 0.3757
H 0.68 -5.46 0.80 0.3904
H 0.92 -5.75 -1.02 -0.2585
H 2.44 -4.29 1.19 -0.0841
H 1.80 -3.54 -0.19 -0.5785
H 4.29 -3.95 -2.79 -0.0975
H 2.81 -5.01 -2.74 0.1033
H 2.71 -3.41 -2.34 0.0751
H 5.46 -3.33 -0.90 0.3338
H 4.19 -2.68 0.16 -0.1184
H 5.18 -4.03 0.70 0.5404
H 2.38 -6.99 -2.45 0.0528
H 2.67 -8.67 -2.00 0.4821
H 3.95 -7.57 -2.53 0.3313
H 6.00 -6.46 -0.32 0.3675
C -2.31 3.35 4.79 -1.5879
C -1.00 4.07 4.43 2.1015
C -1.22 5.43 3.67 0.1749
C -1.79 6.57 4.55 -1.3818
C -0.85 6.83 5.77 -1.2779
C -0.43 5.57 6.56 1.6430
N -0.15 4.43 5.62 1.2165
O 0.46 3.26 6.25 -0.5528
C 0.86 5.97 7.36 -1.8471
C -1.55 5.14 7.52 -1.9689
C -0.17 3.21 3.41 -0.5160
H -2.98 4.15 5.10 0.2999
H -2.17 2.63 5.60 0.1990
H -2.71 2.89 3.88 0.0881
H -0.34 5.71 3.10 -0.4456
H -2.05 5.25 2.98 -0.0742
H -2.78 6.30 4.92 0.4774
H -2.03 7.41 3.89 0.5062
H -1.51 7.40 6.43 0.5112
H -0.13 7.58 5.46 0.2839
H 1.09 5.36 8.23 0.3439
H 1.71 6.20 6.72 0.2462
H 0.66 6.97 7.73 0.4898
H -1.30 4.16 7.94 0.3589
H -1.72 5.74 8.41 0.4572
H -2.51 5.15 7.00 0.3464
H 0.74 3.78 3.26 -0.3006
H -0.74 3.19 2.49 -0.0867
H -0.04 2.20 3.79 0.1555
H 1.36 3.44 5.96 0.3352
C -2.61 1.20 -6.53 -1.5555
C -3.98 1.36 -5.86 1.9420
C -4.96 1.83 -6.95 -1.6085
C -6.46 1.80 -6.57 -0.6691
C -6.79 0.30 -6.24 -1.3222
C -5.93 -0.26 -5.07 1.7030
N -4.53 0.07 -5.34 -0.2779
O -3.67 -0.59 -4.50 1.4237
C -6.49 0.12 -3.70 -1.3759
C -6.14 -1.80 -5.26 -1.9685
C -3.85 2.42 -4.69 -1.6873
H -2.64 0.67 -7.48 0.5499
H -1.94 0.65 -5.87 -0.3715
H -2.22 2.21 -6.70 0.6052
H -4.71 2.89 -7.09 0.3412
H -4.79 1.33 -7.90 0.4869
H -6.99 2.17 -7.45 0.4510
H -6.56 2.49 -5.73 0.3573
H -6.58 -0.23 -7.17 0.3975
H -7.87 0.32 -6.07 0.4114
H -5.97 -0.42 -2.91 -0.1920
H -6.24 1.17 -3.54 0.2980
H -7.52 0.01 -3.34 0.4127
H -5.57 -2.39 -4.55 0.1217
H -7.16 -2.15 -5.13 0.3810
H -5.84 -2.17 -6.24 0.5056
H -3.50 1.88 -3.80 -0.0595
H -4.87 2.74 -4.47 0.1845
H -3.21 3.29 -4.82 0.7912
H -3.12 -1.11 -5.08 -0.3491
C 1.26 5.33 -5.25 -1.8951
C 1.11 4.09 -4.34 1.9576
C 2.48 3.70 -3.83 -0.5331
C 3.05 4.59 -2.78 -1.6962
C 2.12 4.81 -1.62 0.1419
C 0.62 5.09 -2.00 1.9831
N 0.22 4.27 -3.20 1.7463
O -1.07 4.36 -3.56 -0.5457
C -0.23 4.64 -0.77 -1.8627
C 0.41 6.55 -2.34 -1.8999
C 0.62 2.80 -5.12 -2.1079
H 1.65 5.09 -6.23 0.5411
H 2.11 5.96 -4.98 0.3310
H 0.34 5.91 -5.33 0.2755
H 2.48 2.67 -3.47 -0.6450
H 3.24 3.79 -4.61 0.6221
H 3.24 5.55 -3.26 0.3559
H 4.02 4.21 -2.46 0.5039
H 2.47 5.59 -0.94 0.2882
H 2.21 3.94 -0.97 -0.5357
H -1.30 4.82 -0.89 0.5663
H -0.01 3.62 -0.47 0.1673
H 0.11 5.26 0.06 0.0296
H -0.57 6.79 -2.75 0.2874
H 0.62 7.17 -1.47 0.3587
H 1.18 6.79 -3.08 0.4338
H 0.40 2.01 -4.39 -0.0709
H 1.43 2.28 -5.63 0.5995
H -0.34 2.85 -5.62 0.3942
H -1.44 3.56 -3.18 0.2230
C -3.28 -3.93 4.76 -1.8038
C -3.60 -3.65 6.26 2.0233
C -2.38 -4.04 7.14 -1.4148
C -1.26 -2.92 7.24 -0.3234
C -1.94 -1.63 7.62 -1.4541
C -3.06 -1.07 6.62 1.7025
N -4.07 -2.22 6.51 0.1334
O -5.23 -1.87 5.80 -0.3213
C -3.66 0.21 7.27 -1.9441
C -2.45 -0.71 5.22 -0.0713
C -4.73 -4.60 6.77 -2.0495
H -3.25 -4.99 4.53 0.5390
H -2.38 -3.38 4.48 0.0798
H -4.04 -3.51 4.10 0.3940
H -2.51 -4.33 8.18 0.4123
H -1.84 -4.86 6.67 0.3804
H -0.62 -2.96 6.36 0.0465
H -0.58 -3.17 8.06 0.4827
H -1.13 -0.90 7.70 0.4467
H -2.37 -1.85 8.60 0.3805
H -4.26 -0.01 8.15 0.4781
H -2.88 0.81 7.74 0.4286
H -4.19 0.87 6.58 0.2672
H -3.12 -0.94 4.39 -0.0770
H -2.43 0.37 5.12 -0.5691
H -1.42 -1.07 5.16 0.2345
H -4.49 -5.64 6.53 0.3810
H -5.73 -4.50 6.34 0.4186
H -4.89 -4.57 7.84 0.4735
H -5.93 -2.07 6.42 0.3240
C 3.56 0.44 1.26 0.0004
C 3.61 -0.32 2.65 1.9756
C 2.65 -1.50 2.52 0.9150
C 2.99 -2.50 3.64 -1.6779
C 4.42 -3.02 3.53 -1.0494
C 5.48 -1.92 3.60 1.3839
N 5.07 -0.71 2.92 1.5013
O 5.97 0.32 2.96 -0.6231
C 5.63 -1.68 5.12 -1.8437
C 6.84 -2.54 2.96 -1.6097
C 3.12 0.61 3.79 -2.0620
H 4.24 1.29 1.37 0.5488
H 3.83 -0.17 0.39 -0.6778
H 2.54 0.78 1.08 -0.6851
H 1.65 -1.12 2.74 -0.4138
H 2.70 -1.96 1.53 -0.7010
H 2.79 -2.12 4.64 0.6714
H 2.35 -3.34 3.41 0.6060
H 4.42 -3.74 2.71 -0.2573
H 4.63 -3.73 4.32 0.6981
H 5.93 -2.61 5.60 0.4713
H 4.67 -1.42 5.55 0.3147
H 6.21 -0.81 5.44 0.3574
H 7.73 -2.07 3.38 0.3709
H 6.88 -2.49 1.87 0.1502
H 6.78 -3.60 3.19 0.4336
H 2.07 0.88 3.63 0.1022
H 3.14 0.25 4.82 0.3152
H 3.80 1.46 3.83 0.4483
H 6.34 0.29 2.07 0.3743
C 6.65 -2.87 -3.61 -1.0676
C 7.26 -1.53 -4.05 1.7158
C 6.17 -0.79 -4.90 -1.6893
C 5.23 0.08 -4.06 0.3936
C 6.10 0.99 -3.02 -1.6070
C 7.14 0.30 -2.15 2.1773
N 7.90 -0.68 -2.97 0.3989
O 8.89 -1.27 -2.28 -0.4773
C 8.05 1.39 -1.48 -1.7103
C 6.33 -0.50 -1.09 -1.1830
C 8.38 -1.84 -5.08 -2.0912
H 6.24 -3.42 -4.45 0.4695
H 5.84 -2.67 -2.90 -0.4831
H 7.38 -3.52 -3.13 0.3860
H 6.72 -0.08 -5.52 0.4635
H 5.52 -1.33 -5.59 0.4428
H 4.46 -0.50 -3.55 -0.4227
H 4.71 0.75 -4.74 0.5361
H 5.31 1.35 -2.36 0.1156
H 6.48 1.91 -3.45 0.4494
H 8.40 2.25 -2.06 0.3973
H 7.35 1.84 -0.77 0.2960
H 8.92 1.05 -0.91 0.3493
H 5.51 -1.06 -1.53 -0.4456
H 6.98 -1.18 -0.53 0.6758
H 6.03 0.15 -0.26 0.0555
H 8.86 -0.89 -5.32 0.5139
H 7.92 -2.35 -5.92 0.3473
H 9.10 -2.50 -4.61 0.4824
H 9.69 -1.00 -2.74 0.3707
C 1.73 -3.00 -6.92 -1.9057
C 0.56 -2.17 -6.21 1.6336
C -0.55 -1.78 -7.21 -0.0998
C -1.44 -2.96 -7.60 -1.2186
C -2.02 -3.63 -6.36 -1.1578
C -1.08 -3.89 -5.16 2.1103
N -0.09 -2.80 -5.06 -0.1284
O 0.82 -2.93 -4.06 1.4108
C -1.97 -3.86 -3.88 -1.3678
C -0.34 -5.29 -5.25 -1.3433
C 1.19 -0.85 -5.82 -2.1903
H 2.15 -2.40 -7.73 0.4661
H 1.38 -3.92 -7.38 0.3996
H 2.54 -3.22 -6.23 0.2436
H -1.12 -0.99 -6.71 -0.8990
H -0.15 -1.40 -8.15 0.6583
H -0.89 -3.78 -8.05 0.3589
H -2.27 -2.64 -8.23 0.5210
H -2.33 -4.59 -6.77 0.4106
H -2.93 -3.15 -6.00 0.1901
H -2.88 -4.47 -3.94 0.2549
H -1.44 -4.18 -2.98 -0.2252
H -2.25 -2.83 -3.66 -0.0401
H -0.01 -5.57 -4.25 0.1080
H -1.01 -6.05 -5.66 0.4162
H 0.57 -5.17 -5.84 0.3058
H 2.02 -0.95 -5.11 0.1492
H 0.37 -0.34 -5.32 0.0191
H 1.60 -0.30 -6.66 0.7353
H 0.62 -2.24 -3.42 -0.0194
C 4.41 4.42 1.86 -2.7132
C 4.09 5.60 2.77 2.2615
C 5.46 6.24 3.05 -1.2689
C 5.37 7.60 3.74 -0.8780
C 4.49 8.58 2.99 -0.9567
C 3.03 7.97 2.74 1.7083
N 3.16 6.57 2.21 0.2310
O 1.95 6.01 1.75 0.5546
C 2.13 8.10 3.97 -2.0090
C 2.39 8.86 1.65 -2.3226
C 3.56 4.95 4.11 -0.7679
H 5.25 3.83 2.24 0.4944
H 4.67 4.76 0.86 0.5696
H 3.59 3.74 1.64 0.1207
H 6.08 5.58 3.66 0.5000
H 6.10 6.43 2.19 0.4544
H 6.35 8.02 3.93 0.4520
H 4.94 7.41 4.72 0.2837
H 4.96 8.88 2.05 0.3598
H 4.30 9.39 3.70 0.4407
H 1.06 8.20 3.77 0.3170
H 2.30 7.47 4.85 0.3220
H 2.26 9.08 4.42 0.5951
H 1.36 8.66 1.35 0.3490
H 2.62 9.92 1.80 0.4055
H 2.96 8.86 0.72 0.5303
H 2.53 4.58 4.11 -0.5319
H 3.48 5.70 4.90 0.0736
H 4.27 4.20 4.45 0.6257
H 1.51 5.78 2.58 -0.4744

Please write out number 1 again, unchanged.
11
Properties=species:S:1:pos:R:3:nbo_charge:R:1 method="wB97M-V/def2-TZVPD" gap_ev=10.21 total_charge=0 smiles="C=C1CN1N" lumo_ev=1.1 de_lowest_ev=4.010 e_homo_ev=-9.1
C 0.36 0.11 0.62 0.1414
C -0.19 -1.07 -0.05 -0.3222
C 1.53 0.54 1.19 -0.4455
N -1.12 0.06 0.08 -0.2243
N -1.39 0.87 -1.02 -0.6510
H 0.17 -1.33 -1.05 0.1883
H -0.46 -1.94 0.54 0.2053
H 2.35 -0.15 1.24 0.2130
H 1.63 1.53 1.59 0.2111
H -2.26 0.54 -1.42 0.3566
H -0.65 0.85 -1.73 0.3273